# 1
Entry from OMol25: C22H51BMnN4O2Si2 as an isolated structure at a distorted geometry (the ωB97M-V functional and the def2-TZVPD basis).

Energy relative to the best compared isomer or geometry (same formula, charge and spin), kJ/mol: 284.5
Electronic energy, hartree: -2992.88608
<S²>: 6.12
Net charge: +1
Multiplicity: 5
HOMO level (spin up / spin down), eV: -9.79 / -10.94

The geometry in XYZ format:
```
83
Properties=species:S:1:pos:R:3:mulliken_spin:R:1
O -0.856 -2.748 -1.562 -0.003
O -2.204 -1.102 -2.363 -0.007
C 0.297 -3.552 -1.989 -0.003
C 1.601 -3.105 -1.354 0.001
H 0.346 -3.491 -3.082 0.000
H 0.112 -4.603 -1.716 0.000
H 1.813 -2.054 -1.570 0.002
H 2.440 -3.701 -1.753 0.000
H 1.593 -3.275 -0.268 0.001
C -1.346 -3.212 -0.277 -0.001
C -2.826 -3.015 -0.268 0.000
H -0.842 -2.653 0.522 0.002
H -1.089 -4.277 -0.173 0.000
H -3.149 -1.990 -0.464 0.000
H -3.212 -3.281 0.713 0.000
H -3.309 -3.675 -0.992 0.000
C -3.371 -0.068 -2.111 -0.001
C -2.143 -1.431 -3.848 0.000
C -3.549 0.337 -0.678 -0.003
H -4.262 -0.542 -2.539 0.001
H -3.111 0.793 -2.736 0.001
H -4.321 -0.282 -0.211 0.000
H -3.921 1.372 -0.636 0.002
H -2.634 0.294 -0.084 0.012
C -2.978 -2.673 -3.934 0.000
H -1.081 -1.573 -4.077 0.000
H -2.528 -0.568 -4.405 0.000
H -2.616 -3.454 -3.260 0.000
H -2.929 -3.056 -4.944 0.000
H -4.016 -2.452 -3.683 0.000
H -2.074 -2.064 -2.047 -0.001
Mn 0.979 1.144 0.996 4.256
C 0.436 0.378 -0.549 -0.341
Si 0.847 0.968 -2.305 0.055
H -0.666 0.503 -0.485 -0.028
H 0.610 -0.706 -0.514 0.051
C 1.646 -0.366 -3.341 -0.003
C 2.069 2.326 -2.040 0.018
C -0.595 1.769 -3.190 0.003
C 2.657 2.146 1.083 -0.042
Si 3.318 2.133 2.857 0.015
H 2.473 3.187 0.733 -0.017
H 3.406 1.725 0.381 -0.021
C 4.739 3.364 2.878 -0.006
C 3.987 0.442 3.291 0.005
C 1.969 2.598 4.084 0.008
H -0.132 2.584 -3.764 0.000
H -1.332 2.215 -2.513 -0.001
H -1.112 1.111 -3.896 -0.001
H 2.538 -0.760 -2.838 0.001
H 1.973 0.120 -4.270 -0.001
H 0.990 -1.202 -3.612 0.000
H 3.014 1.913 -1.679 -0.002
H 1.682 3.062 -1.328 -0.013
H 2.203 2.786 -3.025 0.001
H 4.254 -0.132 2.396 -0.002
H 3.275 -0.147 3.881 0.001
H 4.896 0.580 3.891 0.000
H 1.774 1.769 4.782 0.000
H 1.015 2.853 3.603 -0.001
H 2.317 3.470 4.657 0.001
H 5.470 3.081 3.646 -0.002
H 4.379 4.380 3.084 0.001
H 5.244 3.368 1.903 0.000
B -1.178 0.699 3.504 0.036
N -0.219 -0.454 3.091 0.048
C -0.028 -1.647 3.693 0.024
C 1.029 -2.334 3.054 0.006
C 1.491 -1.452 2.051 0.065
N 0.734 -0.299 2.111 -0.164
N -1.537 1.767 2.409 0.013
C -2.641 2.538 2.350 0.015
C -2.524 3.431 1.285 0.005
C -1.281 3.165 0.692 0.035
N -0.666 2.154 1.397 -0.038
H -0.694 1.290 4.462 -0.002
H -2.244 0.177 3.850 0.000
H -0.637 -1.947 4.530 0.001
H 1.421 -3.304 3.270 0.002
H 2.313 -1.572 1.352 0.000
H -3.431 2.409 3.077 0.000
H -3.243 4.176 0.981 0.001
H -0.825 3.639 -0.168 0.013
```

***

# 2
Entry from OMol25: C22H51Br18NbP as an isolated structure at a distorted geometry (the ωB97M-V functional and the def2-TZVPD basis).

Electronic energy, hartree: -47599.25896
Net charge: -1
HOMO level, eV: -3.97

The geometry in XYZ format:
```
93
Properties=species:S:1:pos:R:3:lowdin_charge:R:1
C 3.298 0.279 1.015 -0.187
C 3.054 0.940 -0.330 -0.570
P 3.083 2.799 -0.350 0.688
Nb 0.854 3.717 0.520 0.553
C 4.527 3.108 0.765 -0.538
C 5.184 4.457 0.496 -0.210
H 2.994 -0.771 1.003 0.062
H 2.733 0.795 1.793 0.036
H 4.359 0.293 1.271 0.053
H 3.809 0.607 -1.047 -0.045
H 2.059 0.661 -0.681 0.023
H 0.345 3.630 -1.253 -0.153
H 1.082 5.493 0.060 -0.207
H 1.813 4.361 1.957 -0.145
H 0.747 2.038 1.327 -0.152
H -0.746 3.991 1.410 -0.179
H 5.245 2.303 0.580 0.036
H 4.234 3.035 1.813 0.054
H 5.228 4.652 -0.578 0.034
H 6.205 4.486 0.886 0.057
H 4.625 5.270 0.959 0.040
Br -4.240 -0.360 -1.529 0.585
C -2.815 0.602 -2.457 -0.672
C -1.574 0.735 -1.614 -0.686
Br -1.804 2.052 -0.218 0.547
H -3.229 1.571 -2.714 0.048
H -2.614 0.031 -3.361 0.056
H -0.744 1.087 -2.226 0.035
H -1.301 -0.199 -1.131 0.003
Br -7.318 -2.345 0.480 0.574
C -5.875 -1.928 1.722 -0.678
C -6.411 -1.665 3.106 -0.737
Br -7.261 0.078 3.253 0.611
H -5.336 -1.079 1.313 0.025
H -5.228 -2.802 1.731 0.063
H -5.596 -1.657 3.827 0.008
H -7.156 -2.400 3.396 0.035
Br 1.677 -1.113 -3.169 0.618
C 3.007 0.242 -3.599 -0.699
C 2.411 1.626 -3.590 -0.721
Br 1.315 1.955 -5.168 0.578
H 3.435 -0.031 -4.559 0.038
H 3.755 0.186 -2.814 -0.043
H 3.200 2.374 -3.608 0.015
H 1.776 1.805 -2.725 -0.004
Br -1.572 -3.109 -0.524 0.637
C -0.867 -3.934 -2.128 -0.697
C -1.399 -5.326 -2.316 -0.719
Br -0.587 -6.620 -1.110 0.595
H 0.216 -3.903 -2.054 0.038
H -1.195 -3.304 -2.953 0.060
H -1.183 -5.685 -3.318 0.051
H -2.470 -5.368 -2.134 -0.003
Br 6.743 -0.966 -5.352 0.610
C 7.726 -1.266 -3.703 -0.700
C 6.830 -1.222 -2.494 -0.675
Br 6.289 0.585 -2.050 0.730
H 8.498 -0.504 -3.662 0.047
H 8.181 -2.249 -3.801 0.055
H 7.353 -1.602 -1.620 0.059
H 5.917 -1.790 -2.648 0.055
Br -1.749 0.555 3.092 0.569
C -0.418 0.916 4.446 -0.694
C -1.058 1.323 5.749 -0.715
Br -1.750 3.137 5.713 0.595
H 0.236 1.681 4.032 0.040
H 0.135 -0.011 4.581 0.057
H -0.339 1.296 6.564 0.054
H -1.911 0.686 5.964 -0.028
Br -5.617 -5.223 -1.467 0.622
C -5.904 -7.117 -1.773 -0.702
C -4.639 -7.883 -2.060 -0.684
Br -4.009 -7.579 -3.875 0.619
H -6.607 -7.199 -2.596 0.046
H -6.364 -7.489 -0.860 0.057
H -4.825 -8.952 -1.996 0.056
H -3.828 -7.610 -1.391 0.036
Br 3.027 7.442 -0.926 0.600
C 4.065 7.899 -2.495 -0.720
C 3.453 7.316 -3.745 -0.705
Br 3.740 5.398 -3.850 0.609
H 5.070 7.519 -2.336 0.043
H 4.089 8.986 -2.559 0.050
H 3.913 7.743 -4.633 0.050
H 2.378 7.467 -3.772 0.049
Br -4.286 -0.778 6.654 0.661
C -5.966 -1.669 7.019 -0.692
C -5.777 -3.141 7.277 -0.690
Br -5.397 -4.139 5.653 0.632
H -6.612 -1.475 6.166 0.031
H -6.381 -1.187 7.902 0.060
H -6.688 -3.572 7.685 0.056
H -4.946 -3.329 7.950 0.047
```

***

# 3
Entry from OMol25: a 3-piece molecular cluster, C22H51FNO8P2 overall at a distorted geometry (the ωB97M-V functional and the def2-TZVPD basis).

Electronic energy, hartree: -2308.01529
Net charge: +1
HOMO level, eV: -12.19

The geometry in XYZ format:
```
85
Properties=species:S:1:pos:R:3:lowdin_charge:R:1
C -3.555 0.744 -4.630 -0.097
C -2.040 0.744 -4.949 -0.224
C -1.158 1.216 -3.768 -0.213
C 0.014 0.298 -3.429 -0.197
C -0.314 -1.173 -3.063 -0.172
C -1.728 -1.451 -2.538 -0.124
C -2.196 -0.645 -1.322 -0.242
C -1.156 -0.006 -0.405 -0.026
N -2.033 0.496 0.745 0.102
C -3.280 -0.360 0.770 -0.038
C -3.072 -1.417 -0.320 -0.262
F -4.305 -1.576 -0.927 0.023
H -4.132 1.315 -5.352 0.071
H -3.768 1.134 -3.634 0.056
H -3.936 -0.278 -4.658 0.066
H -1.721 -0.225 -5.330 0.105
H -1.915 1.459 -5.759 0.101
H -1.768 1.474 -2.901 0.080
H -0.713 2.165 -4.077 0.111
H 0.712 0.272 -4.266 0.116
H 0.576 0.740 -2.600 0.095
H 0.402 -1.536 -2.321 0.094
H -0.154 -1.793 -3.944 0.117
H -2.444 -1.391 -3.352 0.104
H -1.732 -2.503 -2.233 0.126
H -2.899 0.119 -1.665 0.134
H -0.734 0.906 -0.814 0.129
H -0.426 -0.682 0.027 0.133
H -1.599 0.406 1.662 0.182
H -2.376 1.442 0.602 0.180
H -4.167 0.228 0.551 0.144
H -3.499 -0.822 1.731 0.141
H -2.673 -2.377 -0.001 0.169
O 2.945 -4.309 -2.898 -0.226
P 4.246 -4.530 -2.253 0.435
O 4.198 -5.790 -1.270 -0.180
C 3.779 -7.065 -1.773 -0.265
C 4.788 -7.670 -2.729 -0.072
O 4.418 -3.362 -1.146 -0.182
C 3.417 -2.375 -0.977 -0.293
C 2.386 -2.805 0.052 -0.067
O 5.781 -4.505 -2.671 -0.161
C 6.210 -4.468 -4.052 -0.242
C 5.472 -3.435 -4.878 -0.080
H 2.801 -6.972 -2.251 0.113
H 3.661 -7.707 -0.901 0.119
H 4.797 -7.128 -3.679 0.063
H 4.539 -8.708 -2.945 0.083
H 5.792 -7.626 -2.308 0.089
H 2.947 -2.129 -1.931 0.094
H 3.918 -1.469 -0.633 0.119
H 2.024 -3.818 -0.123 0.079
H 1.529 -2.124 0.047 0.043
H 2.829 -2.796 1.048 0.080
H 6.104 -5.461 -4.493 0.105
H 7.274 -4.241 -4.030 0.122
H 4.408 -3.671 -4.953 0.064
H 5.878 -3.398 -5.888 0.084
H 5.561 -2.446 -4.426 0.086
O -2.312 4.556 6.559 -0.204
P -1.708 4.666 5.228 0.433
O -1.967 3.302 4.391 -0.198
C -3.292 2.816 4.224 -0.288
C -4.117 3.696 3.300 -0.077
O -0.120 4.546 5.394 -0.190
C 0.488 4.413 6.684 -0.270
C 0.631 2.961 7.088 -0.071
O -1.624 5.728 4.041 -0.171
C -2.417 6.941 4.043 -0.246
C -2.374 7.676 5.366 -0.076
H -3.789 2.709 5.191 0.120
H -3.194 1.815 3.793 0.098
H -4.370 4.640 3.785 0.067
H -5.054 3.205 3.032 0.080
H -3.563 3.930 2.389 0.077
H -0.069 4.977 7.431 0.109
H 1.472 4.875 6.605 0.119
H -0.305 2.420 6.950 0.072
H 0.930 2.881 8.133 0.081
H 1.386 2.466 6.475 0.075
H -3.447 6.704 3.766 0.103
H -2.010 7.567 3.251 0.121
H -2.822 7.083 6.167 0.068
H -2.925 8.612 5.295 0.086
H -1.344 7.894 5.652 0.089
```